Record 1
{
  "formula": "C2H3NS3",
  "method": "the ωB97M-V functional and the def2-TZVPD basis",
  "elements": ["S", "C", "S", "C", "N", "S", "H", "H", "H"],
  "xyz": [[-0.50234, 3.16766, 0.74439], [-0.89638, 1.60238, 0.41125], [0.32059, 0.56522, -0.20488], [-0.31126, -0.94699, 0.01585], [0.25744, -2.06801, -0.40875], [1.79840, -2.01655, -1.01548], [-2.06602, 1.26565, 0.47310], [-1.12304, -0.82460, 0.63786], [2.52262, -0.74476, -0.65333]],
  "forces_ev_per_angstrom": [[-0.51, -1.35, -0.24], [-2.58, 1.39, 0.48], [1.74, 2.30, -0.60], [2.13, -3.68, -1.66], [-1.59, 2.95, 1.96], [1.90, 1.11, -0.39], [3.04, 0.41, -0.09], [-2.39, -1.23, 0.93], [-1.74, -1.90, -0.38]],
  "nbo_charge": [0.08, -0.56, 0.44, -0.16, -0.55, 0.21, 0.24, 0.20, 0.10],
  "mol_weight_g_mol": 137.25,
  "fmax_ev_per_a": 4.56,
  "smiles": "S=CS/C=N\\S",
  "e_above_lowest_kj_mol": 248.9,
  "spin_multiplicity": 1,
  "orbital_gap_ev": 7.55,
  "homo_energy_ha": -0.319
}

Record 2
{
  "formula": "C5H7ClN4",
  "method": "the ωB97M-V functional and the def2-TZVPD basis",
  "elements": ["C", "C", "C", "C", "C", "N", "N", "N", "N", "Cl", "H", "H", "H", "H", "H", "H", "H"],
  "xyz": [[-0.77839, 2.34829, -0.13420], [0.24497, -1.70451, -0.72357], [-1.32011, 0.82241, 1.33314], [0.11804, 0.40839, 0.72469], [-1.17801, -0.25486, -1.76517], [-1.64824, 1.91466, 0.80309], [0.57473, -0.92081, 0.28859], [0.21670, 1.45459, -0.36218], [-0.62453, -1.45034, -1.71028], [-2.27535, -0.09620, -3.00530], [-0.96730, 3.46295, -0.51697], [0.78146, -2.63638, -0.76093], [0.82279, 0.73329, 1.50018], [-1.76240, 0.50422, 2.23123], [1.14018, -1.30880, 1.06241], [1.09819, 1.79546, -0.80694], [-0.81800, -2.17059, -2.38264]],
  "forces_ev_per_angstrom": [[1.42, 0.61, -0.66], [0.54, 0.40, 0.94], [2.89, -0.43, -1.93], [-0.61, 1.14, -1.20], [-1.73, 1.66, 0.00], [-1.61, 1.23, 0.18], [-0.71, 0.13, 0.79], [-0.95, 2.63, 1.48], [0.97, -0.84, 0.52], [0.23, -0.11, 0.02], [0.97, -2.79, 0.24], [-0.01, -0.46, 0.05], [-0.01, -0.08, 0.01], [-0.60, -1.10, 0.92], [-0.06, -0.38, -1.12], [-0.79, -0.77, 0.33], [0.04, -0.86, -0.58]],
  "nbo_charge": [0.40, 0.48, 0.25, 0.02, 0.03, -0.40, -0.49, -0.47, -0.60, 0.22, 0.32, 0.27, 0.29, 0.27, 0.47, 0.48, 0.45],
  "mol_weight_g_mol": 158.59,
  "fmax_ev_per_a": 3.50,
  "e_above_lowest_kj_mol": 0.0,
  "charge": 2,
  "spin_multiplicity": 1,
  "orbital_gap_ev": [7.88, 7.88],
  "homo_energy_ha": [-0.645, -0.645]
}